Arrangement 1

{
  "formula": "CH2N2O2S",
  "method": "ωB97M-V with the def2-TZVPD basis set",
  "lumo_ev": 0.19,
  "symbols": ["N", "C", "S", "H", "O", "N", "O", "H"],
  "positions_angstrom": [[-0.17338, 0.13986, -1.49866], [0.85167, -0.39011, -1.82574], [2.03232, -1.32982, -2.00898], [-0.99142, 0.41883, -2.00936], [-1.38568, -0.88231, 2.26231], [-0.98761, 0.01250, 1.58995], [0.27402, 0.55775, 1.97317], [0.38009, 1.47329, 1.51731]]
}

=====

Arrangement 2

{
  "formula": "CH2N2O2S",
  "method": "ωB97M-V with the def2-TZVPD basis set",
  "lumo_ev": -0.11,
  "symbols": ["O", "N", "O", "N", "C", "S", "H", "H"],
  "positions_angstrom": [[0.60299, -2.11831, -0.51506], [-0.34693, -1.43346, -0.58582], [-1.38703, -1.66304, -1.09890], [-0.41433, -0.17006, 0.13240], [0.54999, 0.65065, 0.04621], [0.42094, 2.16522, 0.95647], [1.40462, 0.69103, -0.51122], [-0.83025, 1.87797, 1.57591]]
}

=====

Quick one: least stable of them? arrangement 2

=====

Arrangement 1

{
  "formula": "C4H11NO2S",
  "method": "ωB97M-V with the def2-TZVPD basis set",
  "lumo_ev": 6.13,
  "charge": -2,
  "symbols": ["C", "C", "C", "S", "N", "C", "O", "H", "H", "H", "H", "H", "H", "H", "H", "H", "H", "H", "O"],
  "positions_angstrom": [[0.54243, 1.38496, -0.17961], [-0.10591, 0.04456, 0.16378], [-1.11189, 0.27835, 1.34464], [-2.71594, 1.16729, 0.70690], [0.97720, -0.83822, 0.61209], [2.35867, -1.01417, -0.53484], [3.21747, -0.02928, -0.73310], [-0.05304, 2.20424, -0.36477], [1.31766, 1.45552, -0.84991], [1.16581, 1.75927, 0.67181], [-0.56411, -0.46316, -0.70088], [-1.38419, -0.67703, 1.74547], [-0.57545, 0.99340, 2.07830], [1.39914, -0.44313, 1.55223], [2.79861, -1.91119, 0.00708], [1.76379, -1.34326, -1.47121], [-3.10193, -0.28188, -0.73563], [-2.56614, -1.20702, -1.94131], [-3.36220, -1.07926, -1.37103]]
}

=====

Arrangement 2

{
  "formula": "C4H11NO2S",
  "method": "ωB97M-V with the def2-TZVPD basis set",
  "lumo_ev": 5.92,
  "charge": -2,
  "symbols": ["C", "N", "C", "O", "C", "C", "S", "H", "H", "H", "H", "H", "H", "H", "H", "H", "H", "H", "O"],
  "positions_angstrom": [[0.20656, -1.00510, 0.16182], [-0.62231, -0.28646, -0.81575], [-1.16153, -1.22958, -1.87446], [-1.93755, -2.21219, -1.44062], [1.02497, -0.08837, 1.06482], [0.21102, 0.81265, 1.98791], [1.23691, 1.86213, 3.09212], [0.87739, -1.65604, -0.41090], [-0.40546, -1.68019, 0.76493], [-1.45145, 0.02188, -0.31165], [-0.21963, -1.56733, -2.38911], [-1.66846, -0.52993, -2.58672], [1.68437, 0.54425, 0.46679], [1.68605, -0.69680, 1.69164], [-0.46159, 0.18656, 2.59095], [-0.44339, 1.45992, 1.39146], [0.12253, 1.33471, -1.33536], [0.82133, 2.48080, -0.58228], [0.50023, 2.24910, -1.46558]]
}

=====

Quick one: least stable of them? arrangement 1

=====

Arrangement 1

{
  "formula": "C3H7N2P",
  "method": "ωB97M-V with the def2-TZVPD basis set",
  "lumo_ev": 0.94,
  "symbols": ["P", "N", "C", "C", "C", "N", "H", "H", "H", "H", "H", "H", "H"],
  "positions_angstrom": [[2.06776, -0.86381, 1.15071], [0.48504, -0.32322, 0.62304], [0.10022, 0.72979, -0.28747], [-1.22473, 0.35334, -0.71691], [-1.50969, -0.91237, 0.11157], [-0.48235, -1.27630, 0.84791], [2.54723, 0.38683, 1.85658], [2.76786, -0.39160, -0.12035], [0.73550, 0.88766, -1.09899], [-0.01893, 1.75686, 0.12758], [-1.89011, 1.20026, -0.72685], [-1.20201, -0.03230, -1.86364], [-2.37578, -1.51513, 0.09681]]
}

=====

Arrangement 2

{
  "formula": "C3H7N2P",
  "method": "ωB97M-V with the def2-TZVPD basis set",
  "lumo_ev": -0.52,
  "symbols": ["H", "N", "C", "C", "C", "N", "P", "H", "H", "H", "H", "H", "H"],
  "positions_angstrom": [[-0.71217, -2.89326, 0.24568], [-1.00884, -2.03449, -0.27346], [-1.15742, -1.13289, 0.57957], [-0.99028, 0.23611, -0.09766], [0.20595, 0.95979, 0.57781], [1.08784, -0.07396, 0.78888], [2.46328, -0.29495, -0.04032], [2.63494, -1.61144, 0.36300], [-1.21614, -0.95100, 1.63159], [-0.66852, 0.04675, -1.11011], [-1.98290, 0.85747, -0.30863], [0.51884, 1.74806, -0.11489], [-0.18350, 1.33814, 1.59673]]
}

=====

Arrangement 3

{
  "formula": "C3H7N2P",
  "method": "ωB97M-V with the def2-TZVPD basis set",
  "lumo_ev": 0.89,
  "symbols": ["C", "C", "C", "N", "N", "P", "H", "H", "H", "H", "H", "H", "H"],
  "positions_angstrom": [[0.84561, 0.15260, -2.40064], [-0.72144, 0.13615, 0.34171], [0.66260, -0.38450, 0.86983], [0.41224, 1.13716, -1.94747], [-0.24056, 2.06375, -1.50253], [-0.82204, 2.03279, 0.08084], [-1.33909, 0.01210, 1.12422], [1.60707, -0.24096, -2.96112], [-1.09794, -0.47849, -0.60305], [0.37776, -0.93795, 1.87443], [1.34459, 0.46063, 0.98825], [1.20716, -1.00283, 0.15826], [-2.23625, 2.08104, -0.33080]]
}

=====

Quick one: least stable of them? arrangement 3